8
Properties=species:S:1:pos:R:3:forces:R:3 method="wB97M-V/def2-TZVPD" energy_ha=-382.32257 homo_energy_ev=-9.4 relative_energy_kcal_mol=130.4 charge=0 gap_ha=0.3254
F 1.167380 -0.887597 -0.901660 0.4 0.2 -0.1
O 2.649628 2.029539 -0.052797 -0.3 -2.7 0.2
O -3.390355 -0.984088 -0.741520 0.7 1.7 0.4
N -2.596111 -0.779250 0.129527 0.4 -2.1 0.9
C 2.180512 0.937995 0.040302 1.5 5.2 -0.1
C 1.397962 -0.060570 0.166540 -2.8 -3.9 0.7
H -2.205562 0.193410 0.324619 -1.1 0.4 -1.4
H 0.796546 -0.449439 1.034990 1.3 1.1 -0.6